[1]
{
  "formula": "C42H32Cl5FeP2",
  "method": "wB97M-V/def2-TZVPD",
  "symbols": ["C", "C", "C", "C", "C", "C", "P", "C", "C", "C", "C", "C", "C", "Fe", "P", "C", "C", "C", "C", "C", "C", "C", "C", "C", "C", "C", "C", "C", "C", "C", "C", "C", "C", "C", "C", "C", "C", "C", "C", "H", "H", "H", "H", "H", "H", "H", "H", "H", "H", "H", "H", "H", "H", "H", "H", "H", "H", "H", "H", "H", "H", "H", "H", "H", "H", "H", "H", "H", "H", "H", "H", "Cl", "C", "C", "C", "Cl", "C", "Cl", "C", "Cl", "C", "Cl"],
  "positions_angstrom": [[0.178, 0.366, -2.913], [0.103, 1.375, -1.943], [1.131, 2.327, -1.867], [2.148, 2.350, -2.824], [2.151, 1.413, -3.855], [1.150, 0.434, -3.894], [-1.258, 1.223, -0.702], [-1.478, 3.000, -0.230], [-0.820, 3.541, 0.885], [-1.008, 4.890, 1.193], [-1.791, 5.704, 0.383], [-2.457, 5.157, -0.718], [-2.307, 3.806, -1.019], [-0.622, 0.108, 1.123], [0.828, -1.473, 0.657], [2.416, -0.590, 0.201], [3.137, -0.897, -0.968], [4.285, -0.177, -1.314], [4.736, 0.860, -0.495], [3.983, 1.239, 0.615], [2.832, 0.527, 0.950], [1.204, -2.444, 2.187], [0.197, -3.173, 2.844], [0.503, -3.925, 3.987], [1.809, -3.998, 4.470], [2.790, -3.220, 3.858], [2.506, -2.491, 2.699], [0.451, -2.766, -0.599], [-0.774, -2.884, -1.290], [-0.930, -3.844, -2.302], [0.087, -4.757, -2.582], [1.252, -4.739, -1.806], [1.436, -3.740, -0.842], [-2.714, 0.684, -1.697], [-2.868, 1.180, -3.005], [-3.985, 0.839, -3.777], [-4.942, -0.054, -3.287], [-4.773, -0.589, -2.013], [-3.670, -0.239, -1.231], [-0.830, -3.155, 2.457], [-0.280, -4.496, 4.477], [2.066, -4.668, 5.293], [3.800, -3.193, 4.251], [3.306, -1.961, 2.186], [2.799, -1.705, -1.618], [4.818, -0.408, -2.241], [5.672, 1.370, -0.705], [4.286, 2.097, 1.211], [2.247, 0.856, 1.806], [-1.612, -2.217, -1.067], [-1.855, -3.892, -2.888], [-0.023, -5.483, -3.391], [2.033, -5.490, -1.955], [2.366, -3.712, -0.271], [-2.111, 1.836, -3.429], [-4.089, 1.280, -4.765], [-5.809, -0.313, -3.893], [-5.514, -1.286, -1.619], [-3.577, -0.700, -0.242], [-0.179, 2.925, 1.519], [-0.538, 5.307, 2.078], [-1.902, 6.761, 0.602], [-3.100, 5.762, -1.346], [-2.842, 3.363, -1.861], [1.153, 3.051, -1.049], [2.946, 3.092, -2.761], [2.954, 1.441, -4.586], [1.061, -0.338, -4.667], [-0.504, -0.486, -2.923], [3.364, -0.792, -4.061], [2.729, -1.206, -4.065], [-3.317, 0.403, 1.856], [-2.342, 0.863, 3.232], [-0.969, 0.608, 3.111], [-0.157, 0.677, 4.232], [1.534, 0.256, 4.127], [-0.685, 1.014, 5.504], [0.304, 1.010, 6.876], [-2.046, 1.419, 5.603], [-2.676, 1.912, 7.113], [-2.876, 1.336, 4.451], [-4.521, 1.841, 4.539]],
  "spin_multiplicity": 6,
  "gap_ev": [7.4, 3.8],
  "lumo_ha": [-0.2230, -0.3657],
  "charge": 2,
  "total_energy_ev": -159632.7357
}

=====

[2]
{
  "formula": "C24H22N2O6S",
  "method": "wB97M-V/def2-TZVPD",
  "symbols": ["C", "H", "O", "C", "C", "C", "C", "C", "C", "H", "H", "N", "C", "O", "C", "H", "H", "O", "C", "O", "C", "C", "C", "C", "C", "C", "H", "H", "N", "S", "O", "O", "C", "C", "C", "C", "C", "C", "C", "C", "H", "H", "H", "H", "H", "H", "H", "H", "H", "H", "H", "H", "H", "H", "H"],
  "positions_angstrom": [[-5.828, -3.899, -6.682], [-6.683, -4.080, -7.332], [-5.332, -2.636, -7.050], [-4.245, -2.146, -6.388], [-3.572, -2.800, -5.362], [-2.478, -2.202, -4.763], [-2.036, -0.948, -5.170], [-2.710, -0.291, -6.197], [-3.800, -0.887, -6.794], [-4.330, -0.390, -7.590], [-2.376, 0.680, -6.519], [-0.920, -0.409, -4.516], [-0.340, 0.795, -4.695], [-0.659, 1.639, -5.504], [0.853, 1.016, -3.742], [1.328, 1.965, -3.998], [1.564, 0.189, -3.849], [0.460, 1.138, -2.378], [0.324, 0.019, -1.656], [0.448, -1.093, -2.131], [0.028, 0.286, -0.241], [0.018, -0.783, 0.658], [-0.233, -0.575, 1.995], [-0.490, 0.715, 2.464], [-0.503, 1.783, 1.562], [-0.244, 1.572, 0.225], [-0.251, 2.398, -0.467], [-0.718, 2.778, 1.923], [-0.741, 0.929, 3.804], [-0.076, 0.004, 5.053], [-0.523, -1.347, 4.929], [-0.384, 0.743, 6.238], [1.662, 0.102, 4.699], [2.401, 0.961, 5.388], [3.822, 1.232, 5.239], [4.580, 0.703, 4.192], [5.927, 0.991, 4.088], [6.542, 1.808, 5.024], [5.801, 2.342, 6.066], [4.452, 2.060, 6.171], [3.875, 2.476, 6.983], [6.276, 2.981, 6.795], [7.595, 2.030, 4.939], [6.503, 0.577, 3.273], [4.109, 0.072, 3.455], [1.889, 1.517, 6.164], [1.994, -0.555, 3.918], [-0.914, 1.881, 4.085], [-0.255, -1.397, 2.692], [0.214, -1.775, 0.282], [-0.517, -1.010, -3.799], [-1.961, -2.716, -3.966], [-3.885, -3.773, -5.019], [-5.083, -4.686, -6.838], [-6.160, -3.913, -5.638]],
  "spin_multiplicity": 1,
  "gap_ev": 7.5,
  "lumo_ha": -0.0126,
  "smiles": "COc1ccc(NC(=O)COC(=O)c2ccc(NS(=O)(=O)/C=C/c3ccccc3)cc2)cc1",
  "total_energy_ev": -51345.2964
}

=====

[3]
{
  "formula": "C23H41ClO3P",
  "method": "wB97M-V/def2-TZVPD",
  "symbols": ["C", "C", "C", "C", "C", "Cl", "C", "O", "O", "C", "O", "H", "H", "H", "H", "H", "C", "C", "C", "C", "P", "C", "C", "C", "C", "C", "C", "C", "C", "C", "C", "C", "C", "H", "H", "H", "H", "H", "H", "H", "H", "H", "H", "H", "H", "H", "H", "H", "H", "H", "H", "H", "H", "H", "H", "H", "H", "H", "H", "H", "H", "H", "H", "H", "H", "H", "H", "H", "H"],
  "positions_angstrom": [[-4.115, -1.744, 2.557], [-3.800, -0.270, 2.599], [-4.884, 0.695, 1.767], [-6.352, 0.015, 2.042], [-7.085, 0.318, 3.302], [-6.427, 1.391, 4.688], [-8.495, -0.501, 3.141], [-9.716, -0.286, 3.660], [-8.073, -1.635, 2.259], [-7.291, -0.995, 1.154], [-7.379, -1.242, -0.151], [-4.063, -2.295, 1.524], [-4.463, -2.293, 3.530], [-2.912, 0.211, 3.190], [-4.592, 0.819, 0.639], [-4.894, 1.756, 2.289], [4.993, -1.574, 1.448], [3.556, -1.267, 1.842], [2.525, -2.015, 1.000], [2.301, -1.475, -0.413], [1.279, -0.042, -0.629], [-0.252, -0.341, 0.294], [-1.047, -1.632, 0.105], [-1.884, -1.784, -1.169], [-2.780, -0.601, -1.496], [0.765, 0.112, -2.317], [1.736, 0.305, -3.470], [2.331, 1.691, -3.657], [1.356, 2.848, -3.528], [1.863, 1.451, 0.127], [3.067, 2.282, -0.305], [4.378, 1.549, -0.570], [5.409, 1.749, 0.529], [5.188, -1.344, 0.397], [5.684, -0.985, 2.059], [5.222, -2.634, 1.612], [3.386, -0.191, 1.799], [3.427, -1.556, 2.893], [1.578, -2.014, 1.543], [2.836, -3.067, 0.930], [1.797, -2.277, -0.971], [3.258, -1.353, -0.931], [-0.906, 0.527, 0.156], [0.039, -0.304, 1.351], [-1.739, -1.713, 0.955], [-0.376, -2.494, 0.180], [-2.519, -2.671, -1.052], [-1.241, -2.009, -2.021], [-3.526, -0.447, -0.710], [-3.312, -0.786, -2.435], [-2.215, 0.325, -1.622], [-0.048, 0.842, -2.386], [0.300, -0.850, -2.546], [1.195, 0.064, -4.397], [2.547, -0.427, -3.395], [2.798, 1.742, -4.653], [3.159, 1.817, -2.964], [0.604, 2.818, -4.322], [1.892, 3.800, -3.600], [0.839, 2.844, -2.564], [1.978, 1.249, 1.197], [1.011, 2.143, 0.082], [3.230, 3.059, 0.457], [2.792, 2.847, -1.198], [4.822, 1.935, -1.495], [4.211, 0.486, -0.736], [5.730, 2.799, 0.565], [6.295, 1.139, 0.333], [5.011, 1.483, 1.510]],
  "spin_multiplicity": 1,
  "gap_ev": 7.4,
  "lumo_ha": -0.1218,
  "charge": 1,
  "total_energy_ev": -52455.5825
}

=====

[4]
{
  "formula": "CH3N2O2",
  "method": "wB97M-V/def2-TZVPD",
  "symbols": ["C", "N", "N", "O", "O", "H", "H", "H"],
  "positions_angstrom": [[-1.618, -0.053, -0.040], [0.828, 0.986, -0.012], [1.633, 0.044, -0.004], [1.297, -1.167, 0.029], [2.853, 0.397, 0.017], [-1.423, -0.875, -0.737], [-1.382, -0.098, 0.976], [-2.187, 0.767, -0.228]],
  "spin_multiplicity": 1,
  "gap_ev": [8.0, 8.5],
  "lumo_ha": [0.1499, 0.1689],
  "charge": -1,
  "total_energy_ev": -8155.2527
}

=====

[5]
{
  "formula": "C62H163N13O18",
  "method": "wB97M-V/def2-TZVPD",
  "symbols": ["C", "C", "C", "O", "C", "N", "H", "H", "H", "H", "H", "H", "H", "H", "H", "H", "H", "C", "C", "C", "O", "C", "N", "H", "H", "H", "H", "H", "H", "H", "H", "H", "H", "H", "C", "C", "C", "O", "C", "N", "H", "H", "H", "H", "H", "H", "H", "H", "H", "H", "H", "C", "C", "C", "O", "C", "N", "H", "H", "H", "H", "H", "H", "H", "H", "H", "H", "H", "C", "C", "C", "O", "C", "N", "H", "H", "H", "H", "H", "H", "H", "H", "H", "H", "H", "C", "C", "C", "O", "C", "N", "H", "H", "H", "H", "H", "H", "H", "H", "H", "H", "H", "C", "C", "C", "O", "C", "N", "H", "H", "H", "H", "H", "H", "H", "H", "H", "H", "H", "C", "C", "C", "O", "C", "N", "H", "H", "H", "H", "H", "H", "H", "H", "H", "H", "H", "C", "O", "C", "C", "N", "C", "C", "O", "C", "H", "H", "H", "H", "H", "H", "H", "H", "H", "H", "H", "H", "H", "H", "H", "C", "O", "C", "C", "N", "C", "C", "O", "C", "H", "H", "H", "H", "H", "H", "H", "H", "H", "H", "H", "H", "H", "H", "H", "C", "O", "C", "C", "N", "C", "C", "O", "C", "H", "H", "H", "H", "H", "H", "H", "H", "H", "H", "H", "H", "H", "H", "H", "C", "O", "C", "C", "N", "C", "C", "O", "C", "H", "H", "H", "H", "H", "H", "H", "H", "H", "H", "H", "H", "H", "H", "H", "C", "O", "C", "C", "N", "C", "C", "O", "C", "H", "H", "H", "H", "H", "H", "H", "H", "H", "H", "H", "H", "H", "H", "H"],
  "positions_angstrom": [[6.371, 2.220, 2.420], [7.693, 1.549, 2.104], [7.981, 0.470, 3.153], [9.376, 0.292, 3.368], [9.672, -0.785, 4.251], [7.650, 0.928, 0.743], [6.379, 2.721, 3.388], [5.510, 1.559, 2.328], [6.225, 3.026, 1.692], [8.529, 2.255, 2.080], [7.453, -0.458, 2.917], [7.633, 0.839, 4.129], [10.736, -0.712, 4.475], [9.451, -1.769, 3.837], [9.131, -0.519, 5.164], [7.308, 1.709, 0.182], [8.640, 0.848, 0.518], [-4.398, 2.721, -4.663], [-5.879, 3.084, -4.693], [-6.592, 2.344, -5.845], [-6.334, 0.953, -5.964], [-7.109, 0.412, -6.997], [-6.351, 2.737, -3.338], [-4.185, 1.694, -4.375], [-3.859, 3.356, -3.959], [-4.000, 2.816, -5.680], [-5.973, 4.166, -4.796], [-6.598, 2.903, -6.785], [-7.641, 2.445, -5.518], [-8.159, 0.347, -6.691], [-6.747, -0.581, -7.272], [-7.070, 0.936, -7.959], [-6.170, 1.740, -3.150], [-7.370, 2.762, -3.301], [2.551, 1.581, 8.850], [3.308, 0.991, 7.674], [4.512, 0.126, 8.092], [5.349, 0.707, 9.072], [6.246, 1.663, 8.551], [2.391, 0.182, 6.871], [1.509, 1.773, 8.577], [3.044, 2.470, 9.231], [2.380, 0.824, 9.621], [3.726, 1.710, 6.961], [5.099, -0.079, 7.185], [4.229, -0.872, 8.434], [6.878, 2.051, 9.348], [5.732, 2.500, 8.071], [6.936, 1.215, 7.827], [2.855, -0.494, 6.284], [1.592, -0.148, 7.385], [3.472, -4.312, -0.006], [2.468, -3.909, 1.074], [1.486, -2.822, 0.574], [0.621, -3.496, -0.335], [-0.190, -2.551, -0.995], [1.780, -5.129, 1.538], [4.160, -3.498, -0.269], [3.137, -4.729, -0.953], [4.137, -5.042, 0.466], [3.047, -3.456, 1.882], [1.995, -1.998, 0.065], [0.980, -2.404, 1.447], [0.257, -1.597, -1.280], [-0.945, -2.241, -0.253], [-0.766, -2.963, -1.823], [1.003, -5.293, 0.892], [1.169, -4.671, 2.240], [-2.260, -2.980, 3.541], [-1.225, -3.660, 4.422], [-1.741, -5.033, 4.860], [-2.884, -4.867, 5.708], [-3.546, -6.119, 5.835], [0.111, -3.795, 3.783], [-2.553, -3.746, 2.817], [-1.914, -2.058, 3.076], [-3.163, -2.767, 4.115], [-1.017, -3.073, 5.325], [-1.039, -5.615, 5.463], [-1.951, -5.537, 3.911], [-4.415, -5.837, 6.429], [-2.975, -6.879, 6.380], [-3.818, -6.602, 4.893], [0.660, -4.112, 4.577], [0.468, -2.883, 3.515], [-4.723, -0.977, -3.101], [-6.074, -1.256, -2.474], [-6.094, -1.176, -0.950], [-7.358, -1.542, -0.438], [-8.237, -0.434, -0.194], [-6.984, -0.239, -3.047], [-4.255, -0.070, -2.704], [-4.729, -0.969, -4.192], [-3.912, -1.696, -2.922], [-6.423, -2.224, -2.852], [-5.656, -0.262, -0.549], [-5.492, -2.061, -0.705], [-8.002, 0.424, -0.821], [-8.196, -0.230, 0.875], [-9.263, -0.712, -0.439], [-7.933, -0.600, -3.046], [-6.782, -0.068, -4.028], [2.717, 0.094, -5.043], [2.626, -1.177, -5.881], [2.204, -0.940, -7.322], [0.974, -0.231, -7.423], [0.975, 0.812, -8.382], [3.908, -1.887, -5.825], [3.330, 0.090, -4.144], [1.693, 0.426, -4.875], [3.256, 0.866, -5.611], [1.838, -1.801, -5.448], [2.204, -1.879, -7.880], [2.998, -0.323, -7.765], [1.711, 1.599, -8.202], [0.042, 1.354, -8.210], [0.930, 0.417, -9.395], [3.822, -2.867, -6.077], [4.548, -1.527, -6.530], [-3.054, 0.933, 4.087], [-4.337, 0.856, 3.252], [-4.713, 2.289, 2.872], [-4.752, 3.141, 3.994], [-4.844, 4.478, 3.626], [-4.086, 0.038, 2.072], [-2.621, -0.052, 4.262], [-3.208, 1.446, 5.034], [-2.388, 1.482, 3.420], [-5.201, 0.484, 3.815], [-5.631, 2.404, 2.280], [-3.949, 2.655, 2.164], [-3.856, 4.839, 3.303], [-5.110, 5.152, 4.446], [-5.586, 4.746, 2.863], [-4.272, -0.929, 2.279], [-4.491, 0.402, 1.225], [9.075, -0.669, 8.368], [8.171, -1.244, 7.447], [7.582, -2.450, 7.904], [7.138, -3.323, 6.746], [5.768, -2.910, 6.381], [5.316, -3.662, 5.198], [5.869, -3.299, 3.824], [7.181, -3.761, 3.531], [7.471, -3.925, 2.162], [8.491, -0.235, 9.185], [9.514, 0.189, 7.855], [9.922, -1.246, 8.743], [6.682, -2.170, 8.461], [8.247, -3.034, 8.550], [7.110, -4.378, 7.020], [7.847, -3.204, 5.919], [5.792, -1.942, 6.068], [4.267, -3.359, 5.069], [5.285, -4.722, 5.444], [5.789, -2.240, 3.554], [5.135, -3.761, 3.149], [8.551, -4.048, 2.122], [7.235, -3.048, 1.546], [6.927, -4.747, 1.689], [3.291, -0.620, 2.924], [1.976, -0.495, 2.386], [1.517, 0.867, 2.362], [0.068, 0.815, 1.850], [0.102, 0.952, 0.393], [-1.166, 1.262, -0.252], [-1.039, 1.235, -1.739], [-1.266, -0.087, -2.190], [-1.242, -0.365, -3.556], [3.315, -0.346, 3.983], [4.042, -0.020, 2.402], [3.431, -1.683, 2.740], [2.101, 1.410, 1.617], [1.577, 1.176, 3.411], [-0.526, 1.658, 2.212], [-0.435, -0.078, 2.240], [0.506, 0.088, 0.048], [-1.668, 2.177, 0.064], [-1.872, 0.457, 0.003], [-0.090, 1.618, -2.132], [-1.806, 1.904, -2.156], [-2.253, -0.308, -3.969], [-0.788, -1.330, -3.793], [-0.593, 0.332, -4.104], [1.502, -4.324, -3.880], [1.243, -5.477, -4.665], [1.026, -5.119, -6.040], [0.763, -6.422, -6.737], [0.404, -6.119, -8.133], [-0.314, -7.180, -8.837], [0.595, -8.381, -9.165], [1.615, -7.964, -10.033], [2.180, -8.996, -10.833], [1.748, -4.635, -2.869], [0.621, -3.671, -3.883], [2.311, -3.744, -4.336], [1.917, -4.593, -6.402], [0.166, -4.444, -6.065], [-0.032, -6.934, -6.189], [1.596, -7.127, -6.650], [1.274, -6.042, -8.652], [-0.620, -6.835, -9.833], [-1.277, -7.423, -8.387], [-0.115, -9.105, -9.583], [1.066, -8.749, -8.248], [1.559, -9.440, -11.616], [2.487, -9.795, -10.151], [3.023, -8.489, -11.296], [0.524, 4.620, 1.445], [0.165, 5.318, 0.267], [0.325, 4.423, -0.834], [0.039, 5.147, -2.132], [-1.401, 5.107, -2.497], [-1.715, 5.287, -3.912], [-1.069, 4.272, -4.854], [0.244, 4.655, -5.225], [0.766, 3.765, -6.200], [0.620, 5.294, 2.295], [1.500, 4.119, 1.412], [-0.202, 3.816, 1.601], [-0.341, 3.566, -0.731], [1.325, 3.984, -0.904], [0.689, 4.834, -2.944], [0.205, 6.218, -1.968], [-1.899, 5.811, -1.966], [-1.686, 6.309, -4.302], [-2.758, 4.957, -3.996], [-1.692, 4.193, -5.753], [-1.037, 3.295, -4.355], [0.124, 3.791, -7.081], [0.866, 2.752, -5.790], [1.811, 4.029, -6.363], [-7.347, 9.919, 2.997], [-7.206, 8.556, 2.622], [-8.204, 8.125, 1.711], [-7.785, 6.741, 1.205], [-6.621, 6.851, 0.384], [-6.210, 5.588, -0.225], [-4.996, 5.748, -1.108], [-3.829, 5.967, -0.319], [-3.286, 4.802, 0.255], [-6.956, 10.566, 2.200], [-6.711, 9.995, 3.874], [-8.380, 10.257, 3.103], [-8.178, 8.805, 0.849], [-9.226, 8.187, 2.097], [-8.639, 6.343, 0.651], [-7.680, 6.116, 2.104], [-5.847, 7.463, 0.570], [-7.041, 5.156, -0.790], [-5.980, 4.915, 0.613], [-5.092, 6.671, -1.690], [-4.841, 4.979, -1.872], [-3.967, 4.350, 0.984], [-2.352, 5.106, 0.724], [-3.064, 3.988, -0.446]],
  "spin_multiplicity": 1,
  "gap_ev": 8.7,
  "lumo_ha": 0.0201,
  "total_energy_ev": -123149.5050
}